Entry 1:
{"formula": "H18O9", "method": "ωB97M-V/def2-TZVPD", "smiles": "O.O.O.O.O.O.O.O.O", "charge": 0, "multiplicity": 1, "elements": ["O", "H", "H", "O", "H", "H", "O", "H", "H", "O", "H", "H", "O", "H", "H", "O", "H", "H", "O", "H", "H", "O", "H", "H", "O", "H", "H"], "positions_angstrom": [[-11.327509, 8.053709, -17.798209], [-10.478304, 7.597823, -17.679152], [-11.674072, 8.150752, -16.897497], [-13.758603, 9.336905, -14.401149], [-12.827321, 9.109211, -14.511068], [-13.976308, 9.062919, -13.506314], [-10.996996, 8.590540, -15.096183], [-10.454601, 7.830607, -14.863829], [-10.469059, 9.352402, -14.827489], [-12.276377, 4.899307, -19.226068], [-12.600701, 5.797824, -19.144615], [-12.032314, 4.649171, -18.331026], [-11.566879, 7.444481, -20.626438], [-11.094730, 7.802242, -19.868942], [-12.462613, 7.316888, -20.310818], [-14.997099, 9.607104, -17.593516], [-14.698828, 9.162349, -18.391110], [-14.274847, 9.498762, -16.966770], [-7.928889, 8.496110, -15.254514], [-8.157716, 7.872151, -15.964027], [-6.969515, 8.475897, -15.200557], [-11.973768, 10.875440, -18.070781], [-11.715380, 9.976804, -17.822304], [-11.919945, 10.882233, -19.030211], [-9.008792, 6.689145, -17.018397], [-8.487164, 6.391889, -17.774890], [-9.453246, 5.893834, -16.701986]], "atomic_forces_ev_per_a": [[-0.340, -0.285, -0.120], [-0.109, 0.263, 0.177], [0.276, 0.037, -0.066], [0.025, -0.006, -0.088], [0.078, -0.078, 0.041], [-0.078, 0.014, -0.012], [-0.169, 0.000, 0.275], [0.114, 0.085, 0.154], [0.138, 0.001, -0.172], [0.061, -0.332, 0.111], [0.107, 0.087, 0.098], [-0.126, -0.050, 0.036], [0.225, 0.080, -0.350], [-0.228, 0.078, 0.089], [-0.093, 0.197, -0.073], [-0.129, -0.209, -0.042], [0.038, 0.084, -0.040], [-0.058, 0.175, 0.145], [-0.049, -0.100, -0.067], [0.061, 0.206, 0.245], [-0.002, 0.074, 0.090], [0.038, -0.009, 0.180], [0.144, 0.124, -0.283], [-0.030, 0.001, -0.025], [0.001, -0.407, -0.335], [0.015, 0.020, -0.023], [0.086, -0.050, 0.058]]}


Entry 2:
{"formula": "H18O9", "method": "ωB97M-V/def2-TZVPD", "smiles": "O.O.O.O.O.O.O.O.O", "charge": 0, "multiplicity": 1, "elements": ["O", "H", "H", "O", "H", "H", "O", "H", "H", "O", "H", "H", "O", "H", "H", "O", "H", "H", "O", "H", "H", "O", "H", "H", "O", "H", "H"], "positions_angstrom": [[0.140143, 0.768242, -4.127774], [-0.386954, 0.653216, -3.326445], [0.902762, 0.318179, -3.827966], [1.479783, 1.421317, -1.003850], [1.676337, 0.594055, -0.544163], [2.267963, 1.960386, -1.054885], [1.509323, -1.785107, 2.173683], [0.575533, -1.716239, 2.072025], [1.932612, -1.379778, 1.441298], [-0.617348, -0.851308, 0.056020], [-1.038625, -0.252438, -0.584603], [-0.083156, -1.432060, -0.504535], [-1.095247, 0.993227, -1.861369], [-0.501069, 1.645278, -1.633861], [-1.892901, 1.355662, -1.508747], [-2.467658, 1.371655, 1.895188], [-2.595817, 1.190011, 2.809846], [-1.512917, 1.325831, 1.759578], [1.278805, -2.208610, -1.466190], [1.848740, -2.915662, -1.117484], [1.661846, -1.749340, -2.192144], [-1.374263, -1.234933, 2.732206], [-1.241408, -0.390310, 3.183490], [-1.648716, -0.922166, 1.843466], [0.191128, 1.189044, 1.934102], [0.868827, 1.659383, 1.488550], [0.122278, 0.392465, 1.364564]], "atomic_forces_ev_per_a": [[-0.711, 0.221, -0.281], [-0.744, 0.344, -0.373], [1.742, -0.624, -0.127], [-0.418, -0.155, 0.078], [0.147, 0.213, -0.144], [0.370, -0.065, 0.070], [1.169, -0.858, 1.166], [-1.476, 0.214, -0.084], [0.307, 0.510, -0.978], [-0.081, 0.224, 0.047], [0.208, -0.079, 0.063], [0.132, -0.250, 0.069], [-2.101, -1.939, -0.289], [2.900, 2.171, 0.763], [-1.464, 0.160, 0.076], [-0.452, 0.172, -1.303], [-0.312, -0.111, 1.035], [0.219, 0.461, 0.187], [-0.595, -0.702, 1.354], [-0.111, 0.542, -0.544], [0.816, 0.114, -0.851], [-0.137, 0.520, -0.506], [0.176, -0.395, 0.230], [0.062, -0.596, 0.509], [-0.490, -1.216, -0.024], [0.970, 1.163, -0.473], [-0.126, -0.039, 0.330]]}


Entry 3:
{"formula": "H18O9", "method": "ωB97M-V/def2-TZVPD", "smiles": "O.O.O.O.O.O.O.O.O", "charge": 0, "multiplicity": 1, "elements": ["O", "H", "H", "O", "H", "H", "O", "H", "H", "O", "H", "H", "O", "H", "H", "O", "H", "H", "O", "H", "H", "O", "H", "H", "O", "H", "H"], "positions_angstrom": [[-1.732132, 1.846945, 0.868654], [-2.584551, 2.340050, 0.831357], [-1.165543, 2.615758, 0.834878], [-0.694930, 2.550302, -2.804433], [-1.194340, 3.057039, -2.134881], [-0.405790, 1.774769, -2.316711], [0.463945, 0.217551, -1.170551], [1.032233, -0.555600, -1.110755], [-0.377859, -0.103334, -0.843907], [-1.190894, -1.376992, 0.677609], [-0.769231, -2.188634, 0.379603], [-0.989392, -1.405962, 1.644892], [0.028241, -3.551651, -0.347799], [0.869007, -3.098822, -0.228845], [0.233332, -4.487728, -0.291133], [1.943502, 2.300833, -0.513930], [1.449595, 2.653037, 0.216926], [1.393869, 1.535691, -0.813596], [-3.902613, -0.426749, 0.447037], [-2.929998, -0.625829, 0.418876], [-4.101765, 0.481990, 0.162251], [2.100941, -2.038794, 0.759302], [2.240291, -1.145224, 1.191270], [2.885620, -2.551424, 0.712290], [2.748023, 0.406059, 1.215253], [1.933355, 0.683824, 1.661783], [2.717086, 1.092895, 0.554561]], "atomic_forces_ev_per_a": [[-1.177, 0.955, -0.174], [0.413, -1.012, 0.144], [0.841, 0.143, 0.021], [-0.569, 0.565, 0.602], [0.345, -0.308, -0.623], [0.216, -0.282, -0.068], [0.137, -0.124, -0.461], [0.244, -0.161, -0.004], [-0.525, -0.069, 0.574], [0.247, 0.501, 1.550], [-0.140, -0.744, -0.428], [-0.408, 0.355, -1.123], [-0.121, -0.246, -0.359], [0.440, 0.233, 0.296], [-0.166, -0.067, 0.039], [0.296, -0.458, -0.358], [-0.343, 0.552, 0.405], [0.038, 0.489, -0.042], [0.360, 0.029, -0.027], [-1.063, 0.598, -0.076], [0.635, -0.735, 0.096], [-1.739, 0.649, 0.138], [0.664, -1.123, -1.036], [1.266, -0.173, 0.258], [-0.697, -0.008, 1.572], [0.188, -0.303, 0.534], [0.621, 0.745, -1.450]]}


Entry 4:
{"formula": "H18O9", "method": "ωB97M-V/def2-TZVPD", "smiles": "O.O.O.O.O.O.O.O.O", "charge": 0, "multiplicity": 1, "elements": ["O", "H", "H", "O", "H", "H", "O", "H", "H", "O", "H", "H", "O", "H", "H", "O", "H", "H", "O", "H", "H", "O", "H", "H", "O", "H", "H"], "positions_angstrom": [[0.076723, 1.594791, 1.309006], [0.665173, 2.230876, 0.891106], [0.345176, 1.383478, 2.203939], [-0.430300, -1.081348, 0.645372], [-1.102246, -1.668296, 0.238765], [-0.520023, -0.145868, 0.398016], [1.649306, -0.778892, 2.440666], [2.284960, -0.919874, 1.737773], [0.830646, -1.011349, 1.956648], [3.622937, -3.423425, 0.252207], [2.839603, -3.665163, 0.811938], [3.960810, -2.530327, 0.298441], [-0.626965, 1.135757, -3.692147], [0.322367, 0.862606, -3.883173], [-0.516328, 0.903028, -2.759659], [-2.926199, -1.943225, 0.406651], [-3.644761, -1.765151, -0.229804], [-3.178546, -1.255407, 1.031909], [0.781876, 3.772671, -0.249291], [1.483733, 3.680988, -0.895968], [1.110375, 4.455384, 0.376435], [-2.299425, 1.182292, 0.959992], [-1.740515, 0.852023, 1.657264], [-2.272097, 2.125207, 1.114312], [-0.020951, -1.008002, -2.302561], [0.158963, -1.876651, -1.939507], [-0.854283, -1.106116, -2.778334]], "atomic_forces_ev_per_a": [[0.127, -0.075, 0.123], [0.151, 0.238, 0.138], [0.806, 0.042, 0.029], [0.462, -0.596, 0.251], [0.171, 1.140, 0.322], [-0.271, -0.453, -0.311], [-0.300, -0.191, -0.117], [0.399, 0.119, 0.007], [-0.078, 0.048, 0.175], [-0.726, -1.480, -0.016], [1.357, 1.301, -0.612], [-0.641, 0.191, 0.636], [2.423, -0.529, 0.127], [-1.663, 0.565, -0.602], [-0.862, 0.310, 0.346], [-1.492, 0.254, -0.572], [0.572, -0.581, -0.134], [0.601, 0.177, 0.535], [0.365, 0.655, 0.841], [0.136, 0.019, -0.248], [-0.343, -0.566, -0.647], [-1.629, -0.422, -0.206], [0.258, -0.206, 0.109], [0.050, 0.316, -0.177], [-0.123, -0.215, -0.157], [0.148, -0.088, 0.274], [0.101, 0.026, -0.116]]}


Entry 5:
{"formula": "H19O10", "method": "ωB97M-V/def2-TZVPD", "charge": -1, "multiplicity": 1, "elements": ["O", "H", "H", "O", "H", "H", "O", "H", "H", "O", "H", "H", "O", "H", "H", "O", "H", "H", "O", "H", "H", "O", "H", "H", "O", "H", "O", "H", "H"], "positions_angstrom": [[-2.603712, -0.677966, 2.300197], [-2.052020, -0.064658, 1.771186], [-1.462094, 1.401945, -0.496149], [-1.027773, 0.494346, -3.394398], [-1.135558, 0.658680, -2.455748], [-0.281987, -1.002457, 2.276694], [1.544708, -2.733865, 0.180292], [-0.236209, -0.023714, -3.558653], [1.109634, -1.869564, 0.309929], [-1.371144, -2.950933, -1.168808], [1.284328, 1.606445, 1.562677], [-2.874567, -1.226799, 1.566810], [1.111378, 1.895944, 0.667011], [-0.073070, 0.029476, 0.965785], [-1.802120, -2.736592, -0.357654], [1.868691, 2.997910, -1.560301], [1.070546, 3.116630, -2.072814], [1.774567, 2.100157, -1.184212], [1.716207, -1.223840, -2.612394], [1.577014, -0.432886, -2.069012], [-0.513547, 1.438297, 4.056620], [0.094107, 2.093924, 3.695294], [0.047338, 1.878528, 2.755624], [0.080629, 1.785979, 0.413916], [-1.229686, 1.102544, 0.382846], [2.389428, -2.926041, 0.572534], [-0.007591, -0.861523, 1.413342], [-1.747399, -2.473787, -1.908621], [1.274433, -1.804941, -1.965257]], "atomic_forces_ev_per_a": [[0.112, 0.361, -0.095], [-0.133, 0.459, 0.078], [-0.463, 0.061, -0.074], [-0.535, 0.290, -0.597], [0.378, -0.312, 0.206], [-0.947, 0.330, 2.182], [-0.858, -0.906, -1.410], [0.238, -0.141, 0.487], [0.698, -0.319, 1.233], [0.899, -0.841, -0.955], [0.015, -0.221, -0.049], [-0.367, -0.536, -0.038], [-0.230, 0.295, -0.543], [-1.038, -0.557, 0.865], [-0.461, 0.626, 0.591], [0.324, -0.524, -0.511], [-0.245, 0.091, -0.203], [0.079, 0.840, 0.368], [-0.927, 0.334, 1.025], [0.553, 0.484, -0.504], [0.002, 0.110, 0.213], [-0.159, -0.430, 0.009], [-0.136, 0.424, -0.178], [0.848, -0.474, 1.200], [0.013, 0.391, -0.270], [0.158, 0.978, 0.388], [2.175, -0.289, -3.209], [-0.335, 0.328, 0.258], [0.342, -0.851, -0.466]]}


Entry 6:
{"formula": "H19O9", "method": "ωB97M-V/def2-TZVPD", "charge": 1, "multiplicity": 1, "elements": ["O", "H", "H", "O", "H", "O", "H", "H", "O", "H", "H", "O", "H", "H", "O", "H", "H", "O", "H", "H", "O", "H", "H", "O", "H", "H", "H", "H"], "positions_angstrom": [[-0.649825, -2.612948, -2.710248], [3.161918, -2.868024, -0.766040], [-2.040389, -1.009484, -3.069146], [-0.702353, 3.781130, -0.408119], [-1.531766, 3.041358, -0.369852], [1.862246, -2.876838, 2.297165], [1.625064, 2.534886, 1.239056], [2.766139, -3.026038, 2.097240], [-0.635010, -0.643229, 0.345760], [1.915546, -2.517885, 3.163849], [-0.119402, 3.601913, -1.254560], [-2.310684, 1.785626, -0.525246], [2.100922, -2.275270, 0.091367], [-1.900858, 0.964667, -0.061727], [2.418572, -2.235132, -0.786409], [-0.751475, -1.517825, -0.161148], [-3.265285, 1.710631, -0.699461], [1.063047, 0.012942, 3.354721], [0.223512, -3.034186, -2.721862], [1.175956, 1.040949, 3.218992], [1.453167, 3.360163, 0.712537], [-1.256789, -0.655221, 1.048507], [1.112417, 0.013756, 4.251414], [-2.595573, -0.500671, -2.513462], [2.007255, 3.164324, -0.053516], [-0.063605, 3.630893, 0.365529], [-1.009618, -2.498217, -1.826048], [-3.340184, -0.889211, -2.959185]], "atomic_forces_ev_per_a": [[-0.159, 0.160, -0.610], [-0.454, 0.453, -0.303], [2.724, -0.592, -0.602], [-0.049, -1.176, -1.829], [0.807, 0.069, -0.468], [-0.993, -0.265, -0.892], [-0.336, 1.131, -0.333], [1.385, -0.459, -0.417], [0.417, -1.237, -2.245], [-0.305, 0.665, 1.171], [-1.876, 0.425, 2.196], [1.129, -0.486, 1.220], [-0.872, 0.126, 1.736], [-1.116, 1.385, -1.518], [1.158, -0.556, -1.393], [0.228, 2.188, 1.350], [0.623, -0.342, 0.196], [0.152, 3.697, -4.377], [-0.407, 0.248, 0.608], [-0.343, -3.119, 0.087], [0.723, -1.715, 1.007], [-0.743, -0.599, 1.283], [0.146, -0.535, 4.481], [-0.819, 0.244, 0.339], [0.145, 0.381, -0.235], [0.231, 0.069, -0.640], [0.510, -0.468, -0.122], [-1.906, 0.308, 0.310]]}


Entry 7:
{"formula": "H2", "method": "ωB97M-V/def2-TZVPD", "charge": 0, "multiplicity": 1, "elements": ["H", "H"], "positions_angstrom": [[-0.192542, 0.197058, 0.349786], [0.192542, -0.197058, -0.349786]], "atomic_forces_ev_per_a": [[1.521, -1.557, -2.763], [-1.521, 1.557, 2.763]]}


Entry 8:
{"formula": "H2", "method": "ωB97M-V/def2-TZVPD", "smiles": "[H][H]", "charge": 0, "multiplicity": 1, "elements": ["H", "H"], "positions_angstrom": [[-0.338132, 0.155601, 0.018611], [0.338132, -0.155601, -0.018611]], "atomic_forces_ev_per_a": [[0.136, -0.062, -0.007], [-0.136, 0.062, 0.007]]}


Energy above the lowest of the compared OMol25 structures with the same formula, charge and spin, respectively: 233.6; 224.1; 207.2; 284.5; 189.7; 342.5; 29.4; 0.0 kJ/mol.
E_tot, respectively: -687.93682; -687.94044; -687.94686; -687.91742; -763.81819; -688.24629; -1.14968; -1.16087 Ha.
Lowest unoccupied orbital energy, respectively: -0.62; -0.42; -0.14; 0.18; 3.03; -3.51; 2.19; 2.58 eV.